*A*
This record from OMol25 describes a single C2H4I2N2O molecule. The level of theory is ωB97M-V with the def2-TZVPD basis set.

Last column: Löwdin charge in e.
Element x y z (Å)
C -1.53046 -1.34179 -0.24777  -0.9996
C 1.39814 0.73785 -0.05075  -0.1438
N 0.26883 0.13387 0.67103  -0.2837
N -0.78977 -0.01135 -0.10127  -0.6751
O -2.46862 -1.50371 -0.93506  -0.0385
I -0.58797 -2.77015 0.90846  0.9135
I -1.56996 1.55206 -1.14914  0.8903
H 1.49654 1.81969 0.13856  0.0728
H 2.34655 0.19006 0.22187  0.0967
H 1.16037 0.54902 -1.05152  0.0224
H 0.27636 0.64446 1.59558  0.1451

Total charge = 0
Highest occupied orbital energy = -8.94 eV

---

*B*
This record from OMol25 describes 2 unconnected molecules or ions with the total composition C2H4I2N2O. The level of theory is ωB97M-V with the def2-TZVPD basis set.

Last column: Löwdin charge in e.
Element x y z (Å)
C 1.44962 1.37196 -0.57268  -0.3158
C -0.65300 0.41258 0.65113  -0.3911
N 0.70000 0.64238 0.37708  0.0525
N -1.46909 0.85997 -0.16529  -0.4730
O 2.63670 1.29687 -0.71693  0.0641
I -3.49558 0.59757 -0.10849  0.7032
I 0.53935 -3.67548 0.00411  0.3390
H 0.68153 1.77830 -1.22477  0.1214
H -0.85253 -0.05740 1.55370  0.0917
H 1.37527 0.06723 0.86779  0.1239
H -0.91229 -3.29397 -0.66564  -0.3159

Total charge = 0
Highest occupied orbital energy = -9.43 eV

---

The structure with the greatest stability is *B*.

---

*A*
This record from OMol25 describes a single C2Cl2N2O4 molecule. The level of theory is ωB97M-V with the def2-TZVPD basis set.

Last column: Löwdin charge in e.
Element x y z (Å)
C -0.14487 -0.09147 -0.20698  -0.0994
C -0.79618 -0.88926 -1.06639  -1.0541
N 0.96096 0.78996 -0.58713  -0.3676
N -0.30121 -0.19433 1.43225  -0.3740
O 1.77100 1.01430 0.28296  0.1086
O -0.21825 0.83603 1.94469  0.1517
O 1.05882 1.12289 -1.74364  0.0603
O -0.53199 -1.26189 1.85994  0.0961
Cl -2.08040 -1.88111 -0.55469  0.7361
Cl -0.68850 -0.88519 -2.76685  0.7423

Total charge = 0
Highest occupied orbital energy = -11.13 eV

---

*B*
This record from OMol25 describes a single C2Cl2N2O4 molecule. The level of theory is ωB97M-V with the def2-TZVPD basis set.

Last column: Löwdin charge in e.
Element x y z (Å)
C 0.61371 -0.85544 -0.20346  -0.0867
C 1.68499 -0.10083 -0.00076  -1.0844
N -0.53033 -1.32693 -0.34608  -0.1428
N -1.40022 1.01633 0.26930  -0.4882
O -1.64235 -0.29755 0.35433  0.0735
O -0.56139 1.39120 -0.45921  0.0728
O -1.11779 -2.17280 -0.92151  0.1313
O -2.10166 1.63657 1.00790  0.1363
Cl 2.40257 1.14435 -1.02760  0.6639
Cl 2.65248 -0.43491 1.32709  0.7242

Total charge = 0
Highest occupied orbital energy = -10.77 eV

---

The structure with the greatest stability is *A*.

---

*A*
This record from OMol25 describes a molecular structure, C14H12BCl7F2N2OSn. The level of theory is ωB97M-V with the def2-TZVPD basis set.

Last column: Löwdin charge in e.
Element x y z (Å)
Sn 0.17641 -1.30638 -1.73948  1.1775
Cl 2.89649 -2.33732 -1.36431  0.7650
C 1.91931 -2.83481 -0.01735  -0.6986
C 0.61635 -2.36146 0.01782  -0.4286
C -0.19491 -2.69603 1.08909  -0.6896
Cl -1.80218 -2.07709 1.20509  0.7635
C 0.29669 -3.51413 2.10997  -0.6877
Cl -0.69683 -3.92034 3.43459  0.7713
C 1.61110 -3.99737 2.04646  -0.6767
Cl 2.21005 -5.00094 3.27860  0.7935
C 2.44356 -3.64406 0.97738  -0.6934
Cl 4.05780 -4.18377 0.89142  0.7796
Cl -0.97502 -4.04496 -2.06077  0.5864
C -1.88012 -4.66310 -3.50749  -0.8893
Cl -2.24423 -3.37922 -4.63299  0.6103
H -2.80226 -5.08606 -3.12761  0.0464
H -1.24536 -5.40565 -3.97523  0.0473
O -3.32861 -0.86167 -1.54103  0.2162
C -2.22797 -1.03248 -1.50379  -0.0971
F -0.19071 -0.94033 -4.81131  0.2383
B 0.52739 -0.53046 -3.82059  -0.6955
F 1.45705 0.37328 -3.84732  0.2530
N 0.28174 0.62124 -0.82417  0.0967
C 0.40820 1.60214 -0.20117  -0.1533
N 0.54508 2.67548 0.47059  -0.0466
C 0.88959 2.63127 1.93051  -0.0850
C 0.19323 3.79717 2.63478  -0.1588
C -1.14264 4.09852 1.95986  -0.1776
C -0.91295 4.67185 0.55470  -0.1506
C 0.29948 4.02211 -0.12296  -0.0830
H 1.97398 2.67741 2.02286  0.1341
H 0.54379 1.67282 2.31628  0.1300
H 0.82971 4.68353 2.61436  0.1260
H 0.05782 3.52489 3.68036  0.1263
H -1.72301 4.80233 2.55256  0.1238
H -1.73040 3.17768 1.90114  0.1157
H -0.71667 5.74239 0.61921  0.1256
H -1.80575 4.54598 -0.05698  0.1161
H 1.21260 4.59160 0.04368  0.1373
H 0.17217 3.90596 -1.19676  0.1314

Total charge = +2
Highest occupied orbital energy = -15.03 eV

---

*B*
This record from OMol25 describes a molecular structure, C14H12BCl7F2N2OSn. The level of theory is ωB97M-V with the def2-TZVPD basis set.

Last column: Löwdin charge in e.
Element x y z (Å)
Sn -0.77639 -1.38459 -0.52815  1.1668
Cl 1.63566 -3.99841 -1.16791  0.8076
C 1.22591 -3.01959 -2.50739  -0.6825
C 0.35262 -1.96722 -2.35521  -0.3486
C -0.03019 -1.17555 -3.41922  -0.7261
Cl -1.18654 0.03591 -3.08124  0.7643
C 0.49926 -1.39586 -4.68800  -0.6834
Cl 0.05397 -0.39405 -5.99617  0.7736
C 1.40122 -2.46230 -4.85968  -0.6720
Cl 2.04067 -2.78216 -6.40299  0.7864
C 1.76643 -3.27570 -3.77409  -0.6802
Cl 2.84907 -4.57811 -3.98832  0.7718
Cl -2.00958 -4.00204 -0.90907  0.6203
C -1.70116 -5.21829 0.31462  -0.8645
Cl -0.70437 -4.55397 1.61941  0.6892
H -1.17344 -6.05055 -0.15535  0.0608
H -2.65447 -5.52877 0.74405  0.0597
O 1.56802 -2.68708 1.64437  0.1400
C 0.70460 -2.64348 0.92814  -0.3654
F -3.94036 -1.42420 0.59070  0.2881
B -2.89985 -0.68979 0.59354  -0.6426
F -2.86621 0.46594 1.14533  0.2697
N 0.41727 0.27923 0.28583  0.0935
C 0.64142 1.28610 0.84560  -0.1742
N 0.93296 2.33401 1.47995  -0.0725
C 1.00522 2.34368 2.94507  -0.0911
C 0.12808 3.47828 3.49532  -0.1467
C -0.87801 3.92661 2.43961  -0.1822
C -0.12635 4.53703 1.25439  -0.1449
C 1.07088 3.65135 0.85955  -0.0854
H 2.05075 2.48916 3.22945  0.1396
H 0.68221 1.36985 3.31479  0.1329
H 0.74212 4.33373 3.77166  0.1252
H -0.38420 3.13910 4.39244  0.1221
H -1.55212 4.67022 2.85946  0.1257
H -1.49082 3.08065 2.11516  0.1066
H 0.24691 5.52032 1.53806  0.1243
H -0.80207 4.67190 0.41159  0.1160
H 2.00587 4.07414 1.23747  0.1420
H 1.15499 3.54451 -0.22271  0.1367

Total charge = +2
Highest occupied orbital energy = -14.87 eV

---

The structure with the greatest stability is *A*.

---

*A*
This record from OMol25 describes a single C3H5NS molecule. The level of theory is ωB97M-V with the def2-TZVPD basis set.

Last column: Löwdin charge in e.
Element x y z (Å)
C 1.36360 -0.06438 0.31076  -0.6493
C 0.15851 0.14552 -0.52924  -0.3791
C -1.14585 -0.49216 -0.18066  -0.1604
H 1.19417 -0.34644 1.37283  0.0630
H 0.42807 0.40808 -1.53127  0.1094
H -1.86034 -0.71949 -0.96969  0.1039
H -1.16294 -1.14454 0.70610  0.1136
H -0.86589 1.12110 1.00873  0.1011
N -1.00242 0.93778 -0.00444  0.0208
S 2.89309 0.15451 -0.18311  0.6770

Total charge = 0
Highest occupied orbital energy = -8.93 eV

---

*B*
This record from OMol25 describes a single C3H5NS molecule. The level of theory is ωB97M-V with the def2-TZVPD basis set.

Last column: Löwdin charge in e.
Element x y z (Å)
C 0.25884 -1.16594 -0.48390  -0.2390
C 1.10819 -1.77360 0.23232  0.0954
C -0.93073 1.07865 0.12578  -0.2055
N 0.25815 0.40346 -0.36462  -0.6954
S 1.73965 1.02291 -0.17246  0.6275
H -0.37781 -1.58368 -1.20992  0.0785
H 1.81024 -1.79375 1.02780  0.0345
H -1.91630 0.73255 -0.43398  0.1026
H -1.20389 0.88131 1.31953  0.1282
H -0.74634 2.19807 -0.04055  0.0733

Total charge = 0
Highest occupied orbital energy (spin up / spin down) = -8.52 / -7.99 eV

---

The structure with the greatest stability is *A*.

---

*A*
This record from OMol25 describes a single C3H5NS molecule. The level of theory is ωB97M-V with the def2-TZVPD basis set.

Last column: Löwdin charge in e.
Element x y z (Å)
C 1.32732 -0.72519 -0.15331  -0.7168
C -0.48044 1.00781 -0.11223  -0.0898
C -1.12174 -0.31931 0.27218  -0.1073
H 1.44681 -1.82718 -0.25441  0.0759
H 0.02794 1.61867 0.63679  0.0955
H -0.78667 1.54468 -0.99705  0.1038
H -1.20822 -0.57985 1.34391  0.1217
H -1.96306 -0.65368 -0.35518  0.1097
N 0.10380 -0.29813 -0.42724  -0.1841
S 2.65427 0.23218 0.04654  0.5914

Total charge = 0
Highest occupied orbital energy = -8.51 eV

---

*B*
This record from OMol25 describes a single C3H5NS molecule. The level of theory is ωB97M-V with the def2-TZVPD basis set.

Last column: Löwdin charge in e.
Element x y z (Å)
C -1.31062 -1.21449 0.18293  -0.0635
C -1.59528 0.06758 -0.02095  -0.2348
C 0.65940 0.95904 0.12919  -0.6385
H -0.32790 -1.57426 0.13627  -0.1139
H -2.21007 -1.97107 -0.32895  0.1387
H -2.55473 0.64086 -0.18293  0.1239
H -1.19145 1.94058 -0.25947  0.1165
H 1.41822 1.71883 0.42334  0.0588
N -0.66152 1.13015 -0.05942  -0.0710
S 1.43598 -0.47117 -0.06996  0.6836

Total charge = 0
Highest occupied orbital energy = -8.11 eV

---

The structure with the greatest stability is *A*.

---

*A*
This record from OMol25 describes a single C2H2ClNO2 molecule. The level of theory is ωB97M-V with the def2-TZVPD basis set.

Last column: Löwdin charge in e.
Element x y z (Å)
C -0.95817 -1.14493 0.37079  -0.2523
C 0.81616 1.04585 -0.43861  -0.5674
N 0.65575 -0.04218 -1.02736  -0.0023
O -2.16188 -1.23179 0.28639  0.1184
O -0.08987 -1.09146 -0.73821  -0.0387
Cl 0.94116 1.73670 1.18219  0.5907
H -0.51458 -1.04743 1.34476  0.1223
H 1.31143 1.77525 -0.97996  0.0292

Total charge = 0
Highest occupied orbital energy = -10.34 eV

---

*B*
This record from OMol25 describes a molecular structure, C2H2ClNO2. The level of theory is ωB97M-V with the def2-TZVPD basis set.

Last column: Löwdin charge in e.
Element x y z (Å)
C -1.05388 -0.31708 0.23733  -0.3901
C 1.11491 0.66778 -0.04114  -0.5527
N 0.06260 0.08932 -0.39641  -0.2187
O -0.75295 0.32349 -1.39817  0.0256
O -1.36330 -1.46664 0.42322  0.0725
Cl 2.20899 0.61006 1.20778  0.7682
H -1.48382 0.48924 0.85908  0.1661
H 1.39602 1.40315 -0.84477  0.1292

Total charge = 0
Highest occupied orbital energy = -10.18 eV

---

*C*
This record from OMol25 describes 3 unconnected molecules or ions with the total composition C2H2ClNO2. The level of theory is ωB97M-V with the def2-TZVPD basis set.

Last column: Löwdin charge in e.
Element x y z (Å)
C -2.37998 -0.59518 0.06969  -0.4768
C -1.36446 1.79973 0.35907  -0.0417
N -1.49379 -1.09675 -0.56955  0.2251
O -3.39355 -0.26094 0.54751  0.1275
O -1.91438 2.62030 -0.18451  0.0855
Cl 1.50596 0.66868 -0.13066  0.2974
H 1.41304 1.50193 0.85957  -0.2117
H -0.58483 -1.08263 -0.82282  -0.0052

Total charge = 0
Highest occupied orbital energy = -11.10 eV

---

The structure with the greatest stability is *C*.

---

*A*
This record from OMol25 describes a gas-phase ion, C4H8NO4S2 (charge -1). The level of theory is ωB97M-V with the def2-TZVPD basis set.

Last column: Löwdin charge in e.
Element x y z (Å)
C -2.20921 0.58032 0.43746  -0.7629
C -0.95198 0.42633 -1.87623  -0.1181
C 1.84665 -0.82080 1.64969  -0.1412
C -0.97956 0.04422 -0.42052  -0.6834
N 0.35157 0.84217 0.31280  -0.1089
O -2.58543 1.72953 0.11868  -0.0432
O -2.58549 -0.21989 1.24582  -0.0536
O 2.14149 -0.73187 -0.98624  -0.3634
O 2.76444 1.28017 0.29296  -0.3485
S -0.73597 -1.69407 -0.25412  0.7988
S 1.88925 0.16430 0.12872  0.5283
H -1.59729 -0.34073 -2.49796  0.1162
H -1.24973 1.36955 -1.97061  0.0179
H 0.09145 0.12419 -2.08131  0.0591
H 1.52002 -0.08816 2.27068  0.0109
H 0.98151 -1.36890 1.25792  -0.0358
H 2.82523 -1.34436 1.77577  0.0862
H 0.33293 1.80601 -0.01842  0.0887
H -1.84987 -1.75800 0.61490  -0.0471

Total charge = -1
Highest occupied orbital energy = -5.19 eV

---

*B*
This record from OMol25 describes a molecular structure, C4H8NO4S2. The level of theory is ωB97M-V with the def2-TZVPD basis set.

Last column: Löwdin charge in e.
Element x y z (Å)
C -0.27396 0.43117 1.20912  -0.3562
C 2.76734 0.31148 0.95662  -0.1689
C -1.56308 -1.06083 -1.45675  -0.1035
C 2.04964 0.47740 -0.27566  -1.0507
N -1.43465 0.98445 0.74737  -0.1140
O 0.77790 0.52152 -0.27391  -0.1870
O -0.34750 -0.91428 1.19923  -0.0638
O -3.42636 -0.49193 0.46152  -0.3504
O -3.04284 1.16075 -1.26324  -0.3688
S 2.86165 0.25962 -1.71581  0.4921
S -2.46543 0.14918 -0.39744  0.6240
H 2.15553 0.29710 1.85957  0.0484
H 3.60623 -0.51701 0.86774  0.1071
H 3.44596 1.24300 0.98336  0.1006
H -1.58202 -1.95620 -0.83821  0.0578
H -2.21052 -1.19113 -2.26289  0.0269
H -0.62739 -0.51927 -1.68975  0.0628
H -1.26273 1.96892 0.38204  0.1316
H 0.57224 -1.15394 1.50707  0.1120

Total charge = -1
Highest occupied orbital energy = -3.69 eV

---

The structure with the greatest stability is *A*.